184
Properties=species:S:1:pos:R:3 method="wB97M-V/def2-TZVPD" e_homo_ev=-7.7 relative_energy_ev=0.724 homo_lumo_gap_ev=8.20 smiles=CC1(C)CCCC(C)(C)N1O.CC1(C)CCCC(C)(C)N1O.CC1(C)CCCC(C)(C)N1O.CC1(C)CCCC(C)(C)N1O.COCCOC.COCCOC.COCCOC.COCCOC
C 0.24918 -2.19099 -0.85217
C -0.70401 -1.16197 -0.20893
C -1.77798 -0.77768 -1.20123
C -1.44547 -1.87438 0.93797
C -0.65059 -2.15061 2.21047
C -0.15744 -0.77309 2.64826
C 0.60648 0.03740 1.60843
C 0.74102 1.45942 2.16591
C 2.07604 -0.50281 1.56360
N -0.05615 0.05417 0.31700
O 0.75417 0.63735 -0.69628
H 0.82301 -2.78902 -0.15242
H -0.40891 -2.73217 -1.52583
H 0.92563 -1.64430 -1.52081
H -2.36314 0.08569 -0.87900
H -1.34289 -0.47957 -2.15858
H -2.50380 -1.58234 -1.34283
H -2.34817 -1.33518 1.23386
H -1.75089 -2.83871 0.51380
H -1.19914 -2.58723 3.03895
H 0.19820 -2.79481 1.94971
H 0.36217 -0.78082 3.60516
H -1.10622 -0.22681 2.79558
H -0.24185 1.81931 2.49256
H 1.07896 2.21683 1.45840
H 1.39114 1.50024 3.04257
H 2.28277 -1.36517 0.92262
H 2.39963 -0.73675 2.57685
H 2.73952 0.28859 1.20042
H 1.34936 -0.10545 -0.90076
C 6.38099 0.20389 1.26105
C 7.39872 -0.82910 1.72877
C 7.00070 -2.20272 1.16711
C 8.75850 -0.46885 1.14209
C 9.63232 0.46118 1.98632
C 9.61593 0.01438 3.45893
C 8.22595 -0.16961 4.05152
C 8.47306 -0.85221 5.39938
C 7.51435 1.14602 4.35101
N 7.43792 -1.04166 3.18606
O 6.12114 -1.18014 3.70860
H 6.52252 1.23308 1.60359
H 6.38415 0.28809 0.17011
H 5.32786 0.03007 1.50936
H 6.02485 -2.55114 1.50567
H 6.87955 -2.18516 0.07828
H 7.82493 -2.84445 1.47143
H 9.28517 -1.38462 0.87511
H 8.60444 0.13303 0.23998
H 10.65251 0.48840 1.60116
H 9.31611 1.50825 2.05234
H 10.18104 0.80455 3.96444
H 10.19059 -0.90486 3.58351
H 7.56553 -1.31692 5.79632
H 8.84892 -0.18841 6.18172
H 9.22803 -1.64097 5.34127
H 8.22296 1.83717 4.81903
H 6.68522 1.06168 5.05368
H 7.10098 1.61655 3.46475
H 6.08163 -2.10029 3.99289
C 5.18973 -0.97359 -3.55709
C 3.80476 -0.92431 -2.88506
C 4.04993 -0.61216 -1.43067
C 3.03501 0.23620 -3.50895
C 2.45413 -0.10633 -4.89083
C 1.61539 -1.36616 -4.78166
C 2.37689 -2.56942 -4.22377
C 1.32617 -3.63475 -3.91337
C 3.38766 -3.10681 -5.23141
N 3.01119 -2.12522 -2.97666
O 3.58375 -3.22215 -2.23132
H 5.69942 -1.84213 -3.12528
H 5.19900 -1.06263 -4.64152
H 5.80392 -0.09090 -3.36415
H 4.68145 -1.32658 -0.90141
H 4.44079 0.39626 -1.28118
H 3.12607 -0.60608 -0.84290
H 2.23960 0.59734 -2.84182
H 3.65572 1.11614 -3.70722
H 1.99092 0.75125 -5.36873
H 3.32775 -0.37141 -5.49692
H 1.29091 -1.60588 -5.80322
H 0.70686 -1.18080 -4.20283
H 1.00699 -3.89153 -4.92117
H 0.51258 -3.25739 -3.30224
H 1.68203 -4.49235 -3.34874
H 2.84358 -3.64022 -6.01288
H 4.10755 -3.76391 -4.74479
H 3.95553 -2.30381 -5.69171
H 2.93799 -3.27873 -1.51467
C -1.10535 3.20235 -2.88351
C -1.44868 4.33745 -1.92758
C -0.73872 5.61754 -2.45533
C -2.95503 4.55963 -2.08451
C -3.51313 5.55276 -1.04485
C -3.22401 5.01319 0.35894
C -1.73487 4.81678 0.55414
C -0.98184 6.14476 0.71658
C -1.48017 3.99739 1.82969
N -1.18680 4.03083 -0.55576
O 0.11450 3.52085 -0.27829
H -1.47558 3.34812 -3.89271
H -0.05404 2.90677 -2.85441
H -1.62535 2.30661 -2.50121
H -0.51759 5.49660 -3.52324
H -1.31163 6.52655 -2.30690
H 0.28709 5.69412 -2.07754
H -3.16312 4.95127 -3.08120
H -3.53866 3.66677 -1.83544
H -3.13661 6.57482 -1.18298
H -4.58133 5.70059 -1.24308
H -3.69123 4.03288 0.40424
H -3.63705 5.75398 1.04365
H -1.27943 6.66097 1.63265
H -1.14783 6.85016 -0.10714
H 0.10159 6.01579 0.64886
H -2.14324 4.24883 2.65951
H -0.44498 4.09828 2.14538
H -1.68025 2.95311 1.56850
H 0.02803 2.55627 -0.36290
C -4.37346 2.81417 3.61260
O -4.19815 3.76302 4.62204
C -3.87235 3.22855 5.88516
C -2.44936 3.43461 6.27204
O -1.62776 2.68141 5.46296
C -0.33559 3.19327 5.31960
H -5.09738 2.01045 3.85158
H -3.45648 2.23514 3.42377
H -4.77156 3.32573 2.74902
H -4.25521 2.20190 5.99796
H -4.54994 3.74905 6.58056
H -2.32390 3.16955 7.33358
H -2.22792 4.51075 6.21549
H 0.22406 2.73705 4.50902
H 0.23040 3.10260 6.25444
H -0.42467 4.25704 5.05210
C -2.10253 -5.32629 -2.51586
O -1.70119 -6.49485 -3.13272
C -0.43692 -6.90650 -2.73832
C 0.30711 -7.57347 -3.84807
O 0.56955 -6.57830 -4.82051
C 1.38990 -6.96432 -5.91282
H -3.07661 -5.03731 -2.90288
H -1.38653 -4.52285 -2.72782
H -2.19844 -5.38821 -1.42160
H -0.52440 -7.54998 -1.84532
H 0.24451 -6.13444 -2.33793
H -0.34215 -8.33832 -4.30221
H 1.26609 -8.00735 -3.54824
H 0.71096 -7.13111 -6.75875
H 1.86521 -7.93969 -5.75437
H 2.11482 -6.17798 -6.09756
C -5.32295 -2.37452 2.42354
O -6.00537 -3.28228 1.57145
C -6.52820 -2.66788 0.42619
C -8.00864 -2.43986 0.56934
O -8.29773 -1.29219 1.34067
C -9.41521 -1.32263 2.18410
H -6.03214 -1.70293 2.90570
H -4.54541 -1.85604 1.85000
H -4.75448 -2.95245 3.15409
H -6.25908 -3.17361 -0.50464
H -6.05291 -1.68334 0.28059
H -8.51246 -3.35693 0.88542
H -8.39455 -2.12625 -0.41690
H -10.32532 -1.57769 1.63349
H -9.43030 -0.37257 2.70076
H -9.27067 -2.13147 2.91430
C -5.11873 1.28402 -1.65017
O -6.21614 0.70564 -2.33799
C -7.35836 0.50762 -1.53618
C -8.31319 1.67912 -1.57543
O -7.84788 2.68576 -0.70864
C -8.25913 4.02175 -0.99478
H -5.28501 2.21802 -1.11495
H -4.28378 1.35412 -2.34542
H -4.80064 0.59655 -0.83892
H -7.11558 0.28942 -0.49145
H -7.86799 -0.35461 -1.97510
H -9.31186 1.35280 -1.23844
H -8.43643 2.03722 -2.60763
H -8.07611 4.23504 -2.05655
H -7.61582 4.64973 -0.38050
H -9.31332 4.19475 -0.75099